Molecular formula: C54H43AsF3FeN5O3S2
Method: DFT, ωB97M-V with the def2-TZVPD basis set

Computed properties:
HOMO energy (alpha / beta)	-8.77 / -8.96	eV
frontier orbital gap (alpha / beta)	5.876 / 5.984	eV
2S+1	6
charge	+1
energy above the lowest of the compared OMol25 structures with the same formula, charge and spin	76.87	kcal per mole

CARTESIAN COORDINATES (ANGSTROEM)
Fe (-0.4713, -0.5714, 0.6913)
C (1.1715, 7.1269, 0.8084)
C (0.5844, 5.8098, 1.2549)
C (1.2521, 4.6273, 1.0307)
C (0.8518, 3.3886, 1.4526)
C (-0.4105, 3.3832, 2.0835)
C (-1.0781, 4.5522, 2.4115)
C (-0.5683, 5.7570, 1.9884)
S (-1.2360, 1.8795, 2.4223)
O (-2.1013, 1.4853, 1.1198)
O (-2.1629, 2.0274, 3.5222)
N (-0.0668, 0.8171, 2.4930)
C (-0.0089, 0.0801, 3.6734)
C (0.5370, 0.5984, 4.8461)
C (0.4944, -0.1621, 6.0586)
C (0.0056, -1.4319, 6.0619)
C (-0.4981, -2.0077, 4.8718)
C (-1.0349, -3.3003, 4.8362)
C (-1.5668, -3.7300, 3.6800)
C (-1.5219, -2.9362, 2.5273)
N (-0.9737, -1.7046, 2.4657)
C (-0.4899, -1.2281, 3.6941)
H (1.7017, 7.6146, 1.6008)
H (0.3995, 7.8062, 0.4332)
H (1.9066, 6.9850, 0.0184)
H (2.1468, 4.6902, 0.4099)
H (1.3909, 2.4566, 1.2685)
H (-1.9944, 4.5574, 3.0085)
H (-1.0651, 6.6826, 2.2465)
H (1.1120, 1.5591, 4.8757)
H (0.9531, 0.2001, 6.9771)
H (-0.0795, -2.0297, 6.9846)
H (-0.9185, -3.8797, 5.7457)
H (-2.0695, -4.6962, 3.5122)
H (-1.8303, -3.3307, 1.5741)
C (0.9997, -7.0472, -1.8417)
C (1.6094, -6.1468, -0.9484)
C (1.2179, -4.8083, -0.9198)
C (0.0323, -4.4825, -1.6017)
C (-0.6001, -5.3291, -2.4722)
C (-0.0706, -6.6221, -2.6013)
As (-0.4479, -2.5900, -1.4063)
C (-1.8997, -2.4784, -2.7340)
C (-3.0809, -3.1545, -2.6840)
C (-4.0556, -2.9810, -3.6278)
C (-3.8547, -2.1501, -4.7102)
C (-2.6992, -1.3915, -4.7932)
C (-1.7741, -1.5357, -3.7646)
C (-0.4008, -0.8070, -3.6610)
C (0.2125, -0.3162, -4.9985)
C (1.7835, -0.2291, -4.9251)
C (2.4981, -1.2870, -4.1482)
C (1.8883, -1.7975, -3.0428)
C (0.5487, -1.6700, -2.7759)
H (1.3525, -8.0543, -1.8143)
H (2.4205, -6.3891, -0.2942)
H (1.7862, -4.0988, -0.3041)
H (-1.5061, -5.0314, -2.9310)
H (-0.4973, -7.4019, -3.1805)
H (-3.2836, -3.8584, -1.9112)
H (-5.0417, -3.4431, -3.6426)
H (-4.6318, -2.0489, -5.4772)
H (-2.6151, -0.6023, -5.5206)
H (-0.3043, -0.5796, -5.9020)
H (2.2253, -0.1812, -5.9121)
H (3.5386, -1.4739, -4.3283)
H (2.4184, -2.5292, -2.4444)
F (-3.4256, 7.5040, -2.5036)
C (-3.7773, 7.0186, -1.3206)
F (-5.1230, 6.8248, -1.2890)
F (-3.5397, 7.9626, -0.3975)
C (-3.1213, 5.7078, -0.9958)
C (-3.6976, 4.9343, -0.0252)
C (-3.2975, 3.5955, 0.1192)
C (-2.1622, 3.1413, -0.5785)
C (-1.5121, 4.0209, -1.4976)
C (-2.0651, 5.2511, -1.7641)
C (-1.6107, 1.8097, -0.2486)
C (-0.7200, 0.9341, -0.7192)
H (-4.5543, 5.2022, 0.5919)
H (-3.9050, 3.0659, 0.8445)
H (-0.6113, 3.6618, -1.9942)
H (-1.4952, 5.8983, -2.3861)
N (3.5862, 1.6692, -3.0600)
C (2.1599, 1.4603, -3.1124)
C (1.3806, 1.4858, -1.9898)
N (-0.0288, 1.2067, -1.9660)
C (-0.6021, 0.7404, -3.2280)
C (0.1821, 1.1939, -4.4548)
N (1.6541, 1.1720, -4.3653)
H (4.0787, 0.7780, -3.0893)
H (3.9311, 2.1960, -3.8753)
H (1.8080, 1.8350, -1.0345)
H (-1.6792, 0.8817, -3.3678)
H (-0.1583, 2.0116, -5.0835)
C (4.1578, -1.0401, 1.3101)
S (2.5449, -0.6771, 1.9355)
O (1.6214, -1.0547, 0.7934)
C (2.4835, -2.1230, 3.0160)
C (1.8370, -3.2615, 2.5682)
C (1.7468, -4.3673, 3.3980)
C (2.3507, -4.3284, 4.6384)
C (3.0101, -3.1966, 5.1194)
C (3.0663, -2.0938, 4.2569)
H (4.2435, -2.0269, 0.8628)
H (4.8156, -1.0574, 2.1736)
H (4.4264, -0.2017, 0.6328)
H (1.3088, -3.3462, 1.6583)
H (1.2438, -5.2999, 3.0492)
H (2.2777, -5.1895, 5.2947)
H (3.4786, -3.2115, 6.1079)
H (3.5635, -1.2478, 4.6463)

Cartesian forces, eV/Å:
0.9 -0.2 0.0
-0.4 -0.4 -0.8
0.5 0.7 0.0
1.9 -0.3 -1.3
-1.6 -0.2 0.3
0.1 -0.4 -0.1
-0.6 0.0 0.2
-0.5 0.6 0.5
0.5 -0.3 0.4
0.3 -0.2 0.2
0.7 -0.4 -1.0
-1.3 0.6 -0.7
0.9 1.0 1.9
0.6 -0.1 0.5
0.6 0.2 -0.5
-0.5 -0.6 0.3
0.3 0.9 0.0
0.6 0.3 0.7
-1.2 -1.4 -1.3
1.2 1.9 -0.4
-0.6 -1.8 1.6
-0.9 -0.8 -1.4
0.2 0.3 0.7
0.1 -0.1 0.1
-0.1 -0.1 -0.1
0.0 -0.1 0.3
-0.2 0.5 0.0
0.3 -0.3 -0.4
-0.2 0.0 0.0
-1.0 -0.8 -0.3
-0.2 0.3 -0.3
0.3 0.4 -0.5
-0.4 -0.2 -0.2
0.5 0.4 0.6
-0.3 -0.1 -0.1
0.5 1.3 1.5
0.0 0.9 -0.7
-0.7 -1.2 0.1
1.3 2.0 0.3
0.8 -1.4 0.6
0.1 -0.1 0.5
-1.0 0.3 -0.9
-0.4 0.8 -0.1
-0.8 -0.8 0.8
-1.2 0.0 -1.4
-0.3 0.6 -0.6
0.0 0.2 1.1
2.9 0.0 0.5
-0.2 -0.5 0.2
0.7 1.4 1.2
-0.5 -0.7 -0.8
-0.4 1.5 0.1
-0.1 -1.3 0.4
-1.3 1.2 -0.7
0.0 -0.6 -0.4
0.5 -0.6 0.0
-0.5 -0.2 -0.3
-0.5 0.1 -0.7
-0.7 -0.1 -0.8
-0.1 -0.4 0.7
0.4 -0.4 0.6
0.3 0.0 0.4
0.3 -0.1 -0.4
0.1 -0.4 -0.4
0.1 0.2 -0.3
0.3 -0.2 -0.2
0.3 0.1 0.1
-0.1 0.1 -0.2
-0.6 -0.4 0.8
0.2 0.3 -0.5
0.3 0.3 0.1
-0.3 0.8 -0.6
-0.5 -1.8 0.2
0.3 1.4 -0.1
0.0 0.3 -0.3
-0.6 -1.6 0.7
0.8 -0.2 1.0
0.2 0.6 0.8
0.4 0.2 0.0
0.2 0.5 -0.4
0.6 -0.6 -0.2
-0.2 0.2 0.1
-0.1 0.6 -0.8
-0.1 0.0 0.0
0.4 0.0 1.4
-0.1 0.0 -0.1
-0.2 0.3 -1.0
1.0 -0.6 0.8
0.2 -1.3 -1.4
-0.9 -0.1 0.2
-0.1 0.1 0.2
-0.5 -0.2 0.5
-0.3 -0.3 -0.6
0.2 0.6 0.5
-0.3 0.2 0.3
0.8 0.8 -0.3
-0.1 -1.0 0.1
-0.3 0.1 -0.1
-0.3 0.1 -0.4
-0.2 -0.5 0.7
0.1 -0.7 -0.3
0.1 -0.3 1.2
-0.3 -0.3 -1.1
0.1 -0.7 1.3
-0.4 0.1 -0.3
0.2 0.3 0.1
0.0 -0.7 0.3
-0.2 0.5 -1.1
0.4 1.0 0.3
0.0 0.0 -0.1
-0.2 0.2 -0.5
0.4 1.1 0.0

Molecular formula: C54H43CdN12O2PS
Method: DFT, ωB97M-V with the def2-TZVPD basis set

Computed properties:
HOMO energy	-6.02	eV
frontier orbital gap	5.290	eV
charge	0
energy above the lowest of the compared OMol25 structures with the same formula, charge and spin	0.00	kcal per mole

CARTESIAN COORDINATES (ANGSTROEM)
Cd (0.9237, 0.2181, 0.5645)
C (2.3298, -2.9078, 6.4761)
C (0.9548, -2.9461, 6.6751)
C (0.1370, -2.3312, 5.7345)
C (0.6688, -1.7181, 4.5821)
C (0.1232, -1.0265, 3.4057)
N (1.0855, -0.6134, 2.6126)
C (2.3063, -0.9092, 3.2246)
N (3.4446, -0.3721, 2.9253)
C (3.7215, 0.7190, 2.1557)
C (4.8955, 1.4919, 2.1918)
C (6.1175, 1.3226, 2.8493)
C (7.1056, 2.2549, 2.6375)
C (6.9378, 3.3311, 1.7414)
C (5.7833, 3.4569, 1.0274)
C (4.7606, 2.4842, 1.1633)
C (3.4501, 2.2633, 0.6827)
N (2.8383, 3.1567, -0.2307)
C (1.6046, 3.1335, -0.4872)
N (0.5325, 2.3428, -0.0255)
C (-0.5886, 2.9337, -0.2725)
N (-1.8254, 2.6526, 0.2367)
C (-2.0360, 1.7313, 1.1070)
N (-1.1666, 0.8172, 1.6179)
C (-1.7702, 0.1514, 2.5921)
N (-1.2475, -0.7705, 3.3548)
C (-3.1970, 0.5871, 2.7727)
C (-4.2112, 0.1226, 3.5838)
C (-5.4692, 0.6820, 3.4130)
C (-5.6375, 1.6335, 2.3953)
C (-4.5822, 2.1004, 1.5797)
C (-3.3630, 1.5512, 1.8059)
C (-0.3862, 4.1289, -1.1263)
C (-1.2515, 5.0922, -1.5676)
C (-0.6552, 6.1607, -2.2786)
C (0.6965, 6.2207, -2.5032)
C (1.5472, 5.2735, -1.9629)
C (0.9923, 4.2026, -1.2618)
N (2.8436, 1.2227, 1.2267)
C (2.0476, -1.6857, 4.4357)
C (2.8884, -2.2934, 5.3741)
H (3.0291, -3.2258, 7.2267)
H (0.5364, -3.4545, 7.5382)
H (-0.9072, -2.2773, 5.9117)
H (6.1973, 0.5236, 3.5711)
H (8.0295, 2.1016, 3.1315)
H (7.6957, 4.1116, 1.5982)
H (5.5364, 4.3030, 0.3711)
H (-4.0420, -0.6396, 4.3360)
H (-6.3375, 0.3101, 3.9711)
H (-6.6168, 2.0613, 2.2284)
H (-4.8013, 2.7871, 0.7558)
H (-2.3161, 5.1905, -1.4505)
H (-1.2938, 6.8979, -2.7268)
H (1.0912, 6.9289, -3.2214)
H (2.5842, 5.2986, -2.2414)
H (3.9653, -2.2755, 5.3976)
N (4.0688, -2.3978, 1.1163)
N (4.6555, -1.4582, 0.2493)
C (3.9302, -0.8593, -0.6889)
N (4.5795, 0.1354, -1.3279)
S (2.3512, -1.3556, -1.0968)
H (4.2875, -2.0604, 2.0900)
H (4.4991, -3.3118, 0.9852)
H (5.4444, -0.9471, 0.6521)
H (5.3248, 0.5441, -0.7682)
H (3.9547, 0.7909, -1.7613)
C (-0.6687, -5.6589, 1.2241)
N (-0.2514, -4.4290, 0.5223)
C (0.4541, -4.6161, -0.7126)
C (-0.5582, -3.1975, 1.0220)
O (-0.3418, -2.1239, 0.4984)
H (0.1983, -6.2331, 1.5494)
H (-1.2256, -6.3502, 0.5676)
H (-1.2348, -5.4124, 2.1396)
H (0.1021, -5.5205, -1.1816)
H (1.5646, -4.7435, -0.5665)
H (0.3225, -3.7490, -1.3530)
H (-0.9516, -3.3381, 2.0334)
O (-0.8462, 0.2055, -1.3841)
P (-1.7470, -0.3013, -2.5096)
C (-3.3381, -0.8812, -1.8408)
C (-4.3797, -1.2117, -2.6879)
C (-5.6542, -1.4854, -2.1507)
C (-5.8270, -1.4980, -0.7566)
C (-4.7405, -1.2577, 0.0944)
C (-3.5125, -0.9565, -0.4281)
C (-2.2093, 0.9881, -3.6596)
C (-1.8080, 1.0428, -5.0165)
C (-2.1177, 2.1758, -5.7715)
C (-2.7888, 3.2407, -5.1850)
C (-3.1810, 3.1841, -3.8740)
C (-2.8611, 2.0797, -3.1178)
C (-0.9680, -1.6630, -3.4396)
C (0.2906, -1.4038, -3.9705)
C (0.8667, -2.3587, -4.8207)
C (0.1423, -3.4693, -5.2057)
C (-1.0741, -3.7681, -4.5749)
C (-1.6346, -2.8492, -3.7400)
H (-4.2757, -1.0614, -3.7446)
H (-6.4918, -1.5843, -2.8168)
H (-6.8177, -1.6132, -0.3123)
H (-4.8430, -1.2194, 1.1667)
H (-2.6600, -0.7175, 0.1895)
H (-1.2855, 0.1936, -5.4864)
H (-1.7593, 2.1831, -6.8111)
H (-2.9717, 4.1089, -5.8147)
H (-3.6399, 4.0544, -3.3985)
H (-3.1519, 2.1308, -2.0414)
H (0.8742, -0.5173, -3.6226)
H (1.8409, -2.1749, -5.2491)
H (0.6148, -4.1709, -5.8986)
H (-1.6419, -4.6431, -4.8382)
H (-2.6085, -2.9967, -3.3017)

Cartesian forces, eV/Å:
-0.8 -0.4 -0.4
0.2 0.4 0.0
-0.2 0.2 -0.6
0.1 0.2 -0.5
0.4 -0.8 1.0
-2.0 0.7 0.3
0.0 -0.1 0.8
0.3 0.8 -0.6
0.6 0.5 1.1
-1.8 -1.3 -0.1
0.9 -0.2 -1.3
-0.2 0.5 0.3
-0.3 -0.5 -0.3
0.2 0.6 -0.2
-1.6 0.2 -0.9
0.5 -0.4 1.8
-1.2 2.2 -2.1
2.0 -1.5 1.2
-1.9 0.3 -0.8
1.6 -0.5 0.9
-1.4 0.4 0.0
0.2 0.8 -1.1
-0.2 -1.0 1.2
0.3 0.9 -0.9
-0.1 -1.0 1.0
1.3 -0.6 0.5
1.1 -0.7 -0.1
0.1 -0.1 0.4
-0.3 0.2 -0.8
0.0 0.4 0.0
-1.8 0.1 0.1
0.8 0.3 -0.7
-0.2 -0.9 1.2
0.7 1.9 -1.1
-1.1 -0.8 0.3
0.5 -0.2 -0.5
0.0 -0.8 -0.2
0.1 1.9 -1.1
1.1 -0.1 0.9
0.8 -0.6 -0.2
-0.2 0.3 0.3
0.0 -0.5 0.3
0.0 0.2 -0.1
-0.9 -0.1 0.0
0.3 -0.1 0.1
0.8 0.1 0.5
-0.1 -0.5 0.3
0.6 -0.3 0.2
0.2 0.0 -0.1
0.4 0.3 -0.1
-0.1 -0.1 0.0
0.3 -0.1 0.4
-0.2 -0.8 0.4
-0.2 0.3 -0.1
0.0 0.3 0.3
0.4 0.0 0.3
0.2 0.3 -0.7
0.6 0.1 1.2
0.4 -0.4 0.8
-0.5 -0.1 -0.2
0.0 0.0 0.5
0.3 0.2 -0.2
-0.5 -0.5 -1.2
0.1 0.3 -0.1
-0.2 -0.2 -0.4
-0.1 0.3 -0.4
0.0 0.2 -0.2
0.3 0.4 0.2
-0.6 -0.3 0.5
1.4 0.2 -0.1
0.6 -1.1 0.1
-0.2 -0.2 -0.3
0.3 0.1 0.0
-0.1 0.6 0.2
0.1 -0.1 -0.6
-0.3 -0.2 -0.4
-1.0 0.2 0.1
-0.1 0.0 -0.1
-0.5 0.5 0.2
-1.0 -0.5 -1.6
1.2 -0.3 2.3
0.4 -0.4 0.9
-1.1 0.6 0.8
0.8 0.2 0.8
0.0 0.2 -0.4
-0.5 0.0 -0.2
0.8 0.3 -1.7
0.7 0.0 -1.2
-0.4 -0.2 0.4
0.6 -0.8 -0.1
0.2 0.2 -1.4
0.0 0.8 0.4
-0.8 0.3 1.6
-0.3 0.9 -0.1
0.8 0.0 0.5
-0.3 0.9 -0.1
0.3 -0.9 0.5
0.4 -0.1 -1.2
-0.3 0.8 0.7
0.1 -0.2 -0.5
-0.2 -0.2 -0.1
0.2 -0.1 -0.3
-0.3 -0.1 0.2
0.1 -0.1 0.1
-0.3 0.5 0.4
-0.4 0.3 0.5
-0.1 0.0 0.3
0.0 -0.4 -0.2
0.4 -0.4 -0.9
-0.6 -0.8 -0.5
0.1 0.0 0.0
-0.4 0.2 0.2
0.1 -0.3 0.0
-0.1 -0.3 0.0